No. 1
Computed, not measured: a 4-piece molecular cluster, H6O3 overall in a non-equilibrium geometry, with ωB97M-V/def2-TZVPD.

Bonds (Å) are listed after each position.
Cartesian coordinates (Å):
1 H 1.2110 0.0362 -0.2350  O7 1.193
2 H 1.2572 -1.7737 -0.0384  no bonds
3 H -0.6917 1.0308 0.9706  O8 1.039
4 H 0.6815 1.8374 1.3675  O8 1.090
5 H -0.2952 -0.8352 -0.3617  O9 1.071
6 H -1.8771 -0.0352 -0.2318  O9 1.148
7 O 0.9906 -0.8544 -0.9979  H1 1.193
8 O 0.0925 1.5278 0.5039  H3 1.039, H4 1.090
9 O -1.1188 -0.7058 0.3101  H5 1.071, H6 1.148

total energy = -6236.00201 eV
ΔE to the lowest compared entry with this formula, charge and spin = 4.251 eV
gap between HOMO and LUMO = 10.2 eV
HOMO level = -0.380 hartree

Partial charges, Mulliken, in e:
1. H 0.443
2. H 0.394
3. H 0.394
4. H 0.335
5. H 0.467
6. H 0.335
7. O -0.799
8. O -0.706
9. O -0.862

***

No. 2
Computed, not measured: a 3-piece molecular cluster, H6O3 overall, with ωB97M-V/def2-TZVPD.

Bonds (Å) are listed after each position.
Cartesian coordinates (Å):
1 O -0.7939 0.0840 0.1243  H2 0.957, H3 0.957
2 H -1.0908 0.4047 0.9759  O1 0.957
3 H -0.7453 -0.8662 0.2293  O1 0.957
4 O -0.3946 1.6569 -2.3990  H5 0.957, H6 0.957
5 H -0.3824 1.2927 -1.5139  O4 0.957
6 H -1.1515 1.2464 -2.8171  O4 0.957
7 O 1.3305 -1.5642 1.6215  H8 0.957, H9 0.957
8 H 1.7041 -0.7777 1.2241  O7 0.957
9 H 1.5239 -1.4766 2.5549  O7 0.957

total energy = -6239.90380 eV
ΔE to the lowest compared entry with this formula, charge and spin = 0.349 eV
structure (SMILES) = O.O.O
gap between HOMO and LUMO = 11.5 eV
HOMO level = -0.400 hartree

Partial charges, Mulliken, in e:
1. O -0.665
2. H 0.314
3. H 0.320
4. O -0.646
5. H 0.362
6. H 0.304
7. O -0.636
8. H 0.335
9. H 0.313

***

No. 3
Computed, not measured: a 3-piece molecular cluster, H6O3 overall, with ωB97M-V/def2-TZVPD.

Bonds (Å) are listed after each position.
Cartesian coordinates (Å):
1 O 0.3100 -1.0931 1.2982  H2 0.968, H3 0.966
2 H 0.6777 -0.3592 0.7842  O1 0.968
3 H 0.1476 -0.6747 2.1533  O1 0.966
4 O 0.2724 1.8982 0.1546  H5 0.968, H6 0.966
5 H -0.2597 1.3310 -0.4218  O4 0.968
6 H -0.3687 2.5308 0.5047  O4 0.966
7 O -0.4557 -0.7764 -1.4821  H8 0.973, H9 0.974
8 H -0.9544 -1.5004 -1.8980  O7 0.973
9 H -0.5357 -0.9447 -0.5266  O7 0.974

total energy = -6239.95378 eV
ΔE to the lowest compared entry with this formula, charge and spin = 0.299 eV
structure (SMILES) = O.O.O
gap between HOMO and LUMO = 12.4 eV
HOMO level = -0.428 hartree

Partial charges, Mulliken, in e:
1. O -0.710
2. H 0.340
3. H 0.334
4. O -0.646
5. H 0.343
6. H 0.322
7. O -0.660
8. H 0.314
9. H 0.362

***

> Which formula does entry 2 have?

H6O3

***

What did the third record say?
Computed, not measured: a 3-piece molecular cluster, H6O3 overall, with ωB97M-V/def2-TZVPD.

Bonds (Å) are listed after each position.
Cartesian coordinates (Å):
1 O 0.3100 -1.0931 1.2982  H2 0.968, H3 0.966
2 H 0.6777 -0.3592 0.7842  O1 0.968
3 H 0.1476 -0.6747 2.1533  O1 0.966
4 O 0.2724 1.8982 0.1546  H5 0.968, H6 0.966
5 H -0.2597 1.3310 -0.4218  O4 0.968
6 H -0.3687 2.5308 0.5047  O4 0.966
7 O -0.4557 -0.7764 -1.4821  H8 0.973, H9 0.974
8 H -0.9544 -1.5004 -1.8980  O7 0.973
9 H -0.5357 -0.9447 -0.5266  O7 0.974

total energy = -6239.95378 eV
ΔE to the lowest compared entry with this formula, charge and spin = 0.299 eV
structure (SMILES) = O.O.O
gap between HOMO and LUMO = 12.4 eV
HOMO level = -0.428 hartree

Partial charges, Mulliken, in e:
1. O -0.710
2. H 0.340
3. H 0.334
4. O -0.646
5. H 0.343
6. H 0.322
7. O -0.660
8. H 0.314
9. H 0.362

***

> Which of these has the lowest ΔE to the lowest compared entry with this formula, charge and spin?

number 3

***

> Number 1 is which compound?

H6O3